1.
DFT (the ωB97M-V functional and the def2-TZVPD basis) results for C25H26BiF5N5S2Te as an isolated structure.

Results
Relative energy (zero: lowest compared OMol25 entry of this formula, charge and spin) = 0.0 kJ/mol
HOMO-LUMO gap = 7.24 eV
HOMO = -0.389 Eh
LUMO energy = -3.35 eV
Spin multiplicity = 1
Charge = +1
Maximum force = 3.779 eV/Å

Each line ends with the natural charge from an NBO analysis.
Cartesian coordinates (Å):
Bi 11.1692 9.1037 9.4374  1.73
C 14.7381 10.7322 6.5109  -0.71
C 13.8700 10.3028 7.6576  0.35
N 13.3091 9.1873 7.7933  -0.48
C 13.7465 7.9998 7.0139  -0.25
C 12.5421 7.0644 6.8234  -0.22
N 11.9043 6.9062 8.1653  -0.68
C 12.6091 6.0328 9.1714  -0.25
C 13.5314 6.8293 10.0343  -0.23
N 12.8417 7.9720 10.6419  -0.68
C 12.2363 7.6429 11.9726  -0.26
C 11.2005 8.7714 12.4409  -0.26
N 11.2039 9.8982 11.4682  -0.87
C 11.9547 11.0335 11.8890  0.04
C 11.3231 11.9112 12.9747  -0.66
C 12.4710 11.8128 10.6873  0.28
C 12.7297 13.1799 10.6229  -0.24
C 13.4569 13.5878 9.5512  -0.14
C 13.8963 12.7646 8.5373  -0.22
C 13.5536 11.4126 8.6564  0.16
N 12.8733 11.0442 9.7128  -0.55
H 14.9158 9.8878 5.8463  0.24
H 15.6682 11.2743 6.8092  0.26
H 14.0590 11.3746 5.8667  0.25
H 14.5571 7.5831 7.4879  0.21
H 14.0410 8.2203 5.9792  0.21
H 12.7983 6.1216 6.3885  0.21
H 11.8449 7.5676 6.1531  0.22
H 10.9782 6.4348 8.0935  0.43
H 13.1224 5.1685 8.7185  0.21
H 11.8658 5.6716 9.8405  0.22
H 14.3574 7.2079 9.3791  0.21
H 13.9152 6.1617 10.8122  0.22
H 13.4057 8.7792 10.7932  0.43
H 12.9526 7.5058 12.7481  0.22
H 11.7663 6.6798 11.8716  0.21
H 11.3782 9.0459 13.4362  0.22
H 10.1790 8.3327 12.5131  0.24
H 10.3919 12.3598 12.4586  0.22
H 12.0307 12.6928 13.2492  0.22
H 11.0810 11.3722 13.8499  0.24
H 12.5507 13.7995 11.4851  0.25
H 13.6781 14.6537 9.4744  0.23
H 14.2995 13.2370 7.6942  0.24
F 5.3442 9.4514 6.4895  -0.27
C 6.2040 8.8469 7.3204  0.30
C 6.1632 9.0451 8.7381  0.26
F 5.4150 9.9968 9.3138  -0.28
C 7.0670 8.4296 9.5571  0.34
F 7.0071 8.6636 10.8647  -0.29
C 8.1857 7.6561 9.0880  -0.31
S 9.4133 7.1830 10.2779  -0.30
C 8.1205 7.3965 7.6840  0.31
F 9.0468 6.6309 7.1233  -0.31
C 7.1784 7.9746 6.8357  0.29
F 7.2655 7.7546 5.4745  -0.30
Te 14.0305 10.7107 12.8384  0.40
C 13.3594 10.1540 14.7894  -0.52
C 12.9215 10.9065 15.8282  -0.27
C 12.6416 10.1971 17.0479  -0.25
C 12.8982 8.8514 16.8620  -0.42
S 13.4269 8.4870 15.3059  0.45
H 12.8622 11.9681 15.7894  0.23
H 12.2323 10.5860 17.9767  0.24
H 12.6755 8.0736 17.6094  0.26



2.
DFT (the ωB97M-V functional and the def2-TZVPD basis) results for a 2-piece molecular cluster, C5H12NO overall.

Results
Relative energy (zero: lowest compared OMol25 entry of this formula, charge and spin) = 611.4 kJ/mol
HOMO-LUMO gap (spin up / spin down) = 7.87 / 7.29 eV
HOMO (spin up / spin down) = -0.527 / -0.534 Eh
LUMO energy (spin up / spin down) = -6.48 / -7.24 eV
Spin multiplicity = 1
Charge = +1
Maximum force = 4.541 eV/Å

Each line ends with the natural charge from an NBO analysis.
Cartesian coordinates (Å):
C 1.6533 1.5904 -0.2547  0.01
C -1.6958 -0.1535 -1.1573  -0.62
C 2.4314 -0.6842 -0.4365  -0.51
C -2.0595 -0.4409 0.3277  -0.45
C -0.9528 -0.1881 1.3496  -0.10
N 1.5951 0.3431 -0.1027  -0.03
O 0.2201 -0.6014 1.2328  -0.29
H 1.0375 2.3611 0.2360  0.25
H 2.4672 1.9592 -0.8314  0.23
H -1.3820 0.8467 -1.3474  0.21
H -0.8964 -0.8839 -1.3685  0.21
H -2.6171 -0.2365 -1.7325  0.25
H 1.7646 -1.5114 -0.5105  0.27
H 2.9535 -1.0447 0.4139  0.27
H 3.1453 -0.6326 -1.3163  0.27
H -2.4184 -1.3677 0.7689  0.24
H -2.8319 0.2657 0.6828  0.21
H -1.0559 0.8873 1.6488  0.26
H -1.3583 -0.5084 2.3972  0.32



3.
DFT (the ωB97M-V functional and the def2-TZVPD basis) results for a 11-piece molecular cluster, C45H108N9O13S overall.

Results
HOMO-LUMO gap = 8.61 eV
HOMO = -0.391 Eh
LUMO energy = -2.02 eV
Spin multiplicity = 1
Charge = +1
Maximum force = 2.369 eV/Å

Each line ends with the Mulliken charge.
Cartesian coordinates (Å):
C 0.1613 -0.2185 4.1162  -1.32
C 0.3989 1.1662 3.4377  -0.29
N -0.7631 1.6523 2.7022  0.12
C -0.9795 1.1245 1.3978  -1.65
N 0.0351 0.1644 0.8477  -0.10
C -0.5268 -0.1261 -0.4155  -0.66
N -0.3049 -1.3209 -0.9338  0.77
C -0.9498 -1.8668 -2.1660  -1.49
C -2.4324 -2.2364 -1.7793  -0.61
C -2.8850 -3.6334 -2.3215  -1.16
C -3.4967 -3.7369 -3.7409  -0.31
N -2.6121 -4.4737 -4.6817  -0.32
C -2.1363 -3.6318 -5.7279  0.42
C -3.1566 -3.0807 -6.6994  -1.06
O -0.9626 -3.3650 -5.8293  -0.50
C 0.6164 -2.2728 -0.2835  -0.01
C -0.0783 -3.6001 0.0495  -2.10
C 1.8455 -2.4833 -1.1817  -0.57
C 2.7336 -1.2205 -1.1125  -0.71
N -1.2274 0.9685 -0.8077  0.49
C -1.4955 1.4173 -2.1545  -1.53
C -0.2157 1.7317 -2.9613  0.92
S -0.6403 1.6460 -4.7079  -0.35
C 0.9319 1.4788 -5.4695  0.42
N 1.2996 1.7215 -6.6605  -0.35
N 2.6635 1.4166 -6.6997  -0.43
C 2.9842 1.0255 -5.5373  -0.01
O 1.9270 1.0223 -4.6690  -0.07
C -1.0500 2.0685 0.1767  2.48
C 0.2569 2.8349 -0.1444  -1.43
C 1.1283 3.3014 1.0242  -0.26
C 2.5651 2.8276 1.0141  -1.20
N 0.7662 4.0489 1.9774  -0.78
C -2.3153 2.9208 0.3736  -0.96
C -2.3647 4.2264 -0.4222  0.66
O -1.5492 5.2267 0.1845  -0.53
C -3.8059 4.7819 -0.5614  -1.60
N -4.4476 4.4927 -1.8461  -0.29
H 0.3439 -0.1975 5.1852  0.33
H -0.8804 -0.4865 3.9264  0.28
H 0.7456 -1.0021 3.6267  0.35
H 1.3017 1.1764 2.8374  0.05
H 0.5557 1.8718 4.2537  0.71
H -1.6030 1.6260 3.2601  0.31
H -1.9541 0.6109 1.4221  0.74
H -0.0985 -0.6554 1.4389  0.54
H -0.4580 -2.7980 -2.4172  0.72
H -0.8685 -1.2532 -3.0583  0.42
H -2.4788 -2.3292 -0.6965  0.47
H -3.1411 -1.5179 -2.1882  0.58
H -2.0756 -4.3535 -2.2193  0.32
H -3.6858 -3.9646 -1.6561  0.38
H -4.4256 -4.2934 -3.6575  0.43
H -3.6772 -2.7309 -4.1286  0.08
H -3.1824 -5.1588 -5.1708  0.31
H -3.8343 -2.3799 -6.2102  0.29
H -3.7574 -3.8708 -7.1525  0.36
H -2.6584 -2.5473 -7.4900  0.36
H 1.0145 -1.8938 0.6518  0.63
H 0.4641 -4.0741 0.8624  0.65
H -1.0971 -3.4335 0.3987  0.30
H -0.1318 -4.2612 -0.8129  0.26
H 1.5588 -2.6809 -2.2119  0.25
H 2.4316 -3.2913 -0.7469  0.58
H 2.3242 -0.4463 -1.7718  -0.27
H 2.7022 -0.8025 -0.1073  0.14
H 3.7612 -1.4169 -1.3979  0.59
H -2.0913 0.6814 -2.6886  0.80
H -2.1369 2.2941 -2.1189  0.35
H 0.1465 2.7385 -2.7722  0.60
H 0.5657 1.0058 -2.7381  -0.76
H 3.9354 0.7103 -5.1480  0.48
H 0.0917 3.7002 -0.7877  0.40
H 0.8782 2.1447 -0.7157  0.49
H 3.1818 3.5306 0.4525  0.41
H 2.6579 1.8748 0.4855  0.08
H 2.9292 2.6914 2.0273  0.42
H -0.2192 4.2846 1.8654  0.36
H -2.5009 3.1625 1.4207  0.58
H -3.1646 2.3036 0.0560  0.13
H -1.9944 4.1399 -1.4452  0.22
H -2.0554 5.6676 0.8757  0.46
H -3.7211 5.8696 -0.4906  0.56
H -4.4375 4.4795 0.2756  0.33
H -5.0297 3.6669 -1.8115  0.25
H -3.7827 4.4502 -2.6064  -0.14
C -6.1149 7.7399 -0.6178  -0.21
C -6.3427 7.3654 -2.0698  -0.25
O -5.2401 6.6348 -2.6046  -0.48
H -5.2064 8.3390 -0.5180  0.27
H -6.9615 8.3064 -0.2282  -0.16
H -5.9803 6.8435 -0.0042  0.09
H -6.4590 8.2611 -2.6803  0.30
H -7.2523 6.7610 -2.1683  0.21
H -5.1249 5.7838 -2.0481  0.43
C 7.8505 0.0364 -0.3175  -1.23
C 6.3410 0.1321 -0.4291  0.16
O 5.7016 -0.9620 0.2235  -0.40
H 8.2037 -0.8988 -0.7524  0.31
H 8.3355 0.8683 -0.8303  0.36
H 8.1587 0.0449 0.7299  0.32
H 6.0330 0.1038 -1.4749  0.12
H 5.9849 1.0717 0.0094  0.16
H 5.9654 -0.9422 1.1520  0.17
C 6.2612 -3.0648 4.9486  -1.12
C 6.0493 -3.0152 3.4493  0.10
O 7.0895 -2.2753 2.8001  -0.49
H 6.2972 -2.0524 5.3566  0.38
H 5.4628 -3.6153 5.4404  0.25
H 7.2111 -3.5464 5.1877  0.33
H 5.1094 -2.5158 3.2104  0.19
H 6.0167 -4.0242 3.0366  0.09
H 7.9227 -2.7146 2.9933  0.28
C -10.1868 10.2179 1.5307  -1.13
C -8.9164 10.0479 0.7196  -0.17
O -8.9532 8.8554 -0.0663  -0.54
H -10.3360 9.3601 2.1871  0.30
H -10.1455 11.1225 2.1387  0.34
H -11.0580 10.2812 0.8748  0.33
H -8.0514 9.9657 1.3768  0.29
H -8.7666 10.9077 0.0591  0.25
H -9.7076 8.9212 -0.6603  0.28
C -4.2503 0.8159 6.9378  -1.23
C -2.9337 0.7241 6.1936  -0.21
O -3.0755 1.1475 4.8313  -0.47
H -5.0078 0.2034 6.4483  0.31
H -4.1395 0.4799 7.9688  0.36
H -4.6188 1.8442 6.9467  0.36
H -2.5773 -0.3043 6.1682  0.29
H -2.1723 1.3401 6.6814  0.29
H -3.3827 2.0603 4.8447  0.24
C 7.1144 1.8443 -5.4594  -0.99
C 6.8116 2.5745 -4.1632  0.01
O 7.9969 2.8592 -3.4304  -0.51
H 7.6418 0.9114 -5.2573  0.27
H 6.1971 1.6183 -6.0072  0.25
H 7.7588 2.4467 -6.1025  0.38
H 6.1831 1.9622 -3.5156  0.04
H 6.2831 3.5125 -4.3668  0.27
H 8.5593 3.4118 -3.9818  0.30
C -2.4333 5.7176 -4.9091  -0.28
C -2.3287 5.5469 -6.4168  -0.38
O -1.1064 4.8841 -6.7519  -0.48
H -1.5848 6.2941 -4.5387  0.27
H -3.3554 6.2252 -4.6178  0.26
H -2.4029 4.7379 -4.4151  -0.18
H -2.3317 6.5106 -6.9219  0.35
H -3.1727 4.9596 -6.7948  0.25
H -1.1650 4.0499 -6.2775  0.23
C 5.4317 -8.2228 3.6395  -0.95
C 6.3264 -7.0291 3.9099  -0.26
O 5.6029 -5.9551 4.5172  -0.45
H 4.6052 -7.9333 2.9866  0.29
H 5.9867 -9.0315 3.1676  0.34
H 5.0010 -8.5976 4.5644  0.20
H 6.7438 -6.6410 2.9806  0.29
H 7.1549 -7.3149 4.5662  0.28
H 5.2405 -6.2841 5.3458  0.27
C 4.6684 -11.6573 7.2110  -1.03
C 4.4877 -11.5857 5.7062  -0.24
O 5.5215 -10.8178 5.0904  -0.45
H 4.6755 -10.6552 7.6414  0.27
H 3.8671 -12.2331 7.6758  0.33
H 5.6223 -12.1260 7.4633  0.32
H 3.5446 -11.1008 5.4565  0.28
H 4.4816 -12.5910 5.2736  0.29
H 6.3600 -11.2447 5.2935  0.25
C -3.4960 -5.7750 2.7154  -1.03
C -3.1299 -6.2881 1.3355  -0.20
O -1.7782 -5.9696 1.0006  -0.45
H -3.3588 -4.6937 2.7687  0.23
H -4.5329 -6.0090 2.9587  0.36
H -2.8528 -6.2221 3.4766  0.33
H -3.7598 -5.8270 0.5756  0.20
H -3.2661 -7.3721 1.2817  0.32
H -1.2110 -6.3849 1.6580  0.26